Entry 1:
A molecular structure, C18H39I2N4O8S2, computed with ωB97M-V/def2-TZVPD.

Output
Charge: -1
Orbital gap: 8.17 eV

Each line ends with the Mulliken charge.
CARTESIAN COORDINATES (ANGSTROEM)
O1 5.26475 -1.73478 -1.72472  -0.583
S1 5.59620 -0.45228 -1.14944  0.807
H1 0.35813 4.82091 -0.45601  0.277
I1 2.16680 -0.34179 -2.52615  0.061
O2 -0.55812 2.96881 -0.24391  -0.442
N1 0.35827 3.50745 2.68311  -0.303
H2 -1.56348 7.31267 2.71471  0.242
C1 1.51403 4.38984 2.65243  -0.181
H3 1.38546 1.74448 2.22176  0.473
N2 -5.37611 -2.15864 -2.43753  -0.313
H4 0.75866 -2.80554 -2.56929  0.433
H5 -3.63228 -2.04400 -3.54234  0.387
H6 -0.53932 -2.44528 -1.37723  0.364
H7 1.48724 3.06205 0.07683  0.309
H8 9.66804 -2.54167 0.47097  0.312
O3 4.08208 -1.96558 1.09472  -0.605
H9 -8.31328 -2.90892 -0.94955  0.385
H10 8.15477 -2.60599 1.40390  0.329
H11 7.36124 0.20892 0.29799  0.320
H12 0.86270 5.48824 4.38249  0.418
C2 1.44551 -2.44249 -0.56719  0.486
C3 -6.52776 -0.80259 0.52484  -0.737
H13 -7.06474 -3.24988 -2.98209  0.374
C4 -3.35168 -3.53015 -0.24056  -0.683
H14 2.14614 6.27259 3.44364  0.387
C5 0.41763 -2.93986 -1.54299  -1.445
I2 1.32794 -3.46716 1.26525  0.019
S2 3.43632 -0.82579 0.49068  1.053
C6 -0.63246 4.37194 -0.33442  -0.588
H15 -6.10951 -0.81476 1.52932  0.248
C7 6.93509 -0.75036 0.00224  -0.575
H16 -7.45152 -0.21476 0.53524  0.344
C8 0.51025 2.29326 1.87560  -0.839
H17 -4.81369 -3.19144 -4.15538  0.414
H18 0.26210 -4.00625 -1.37954  0.395
C9 -7.41429 -2.30326 -1.10053  -0.799
H19 -2.56368 -3.71163 0.49086  0.266
N3 8.48438 -1.61375 -1.72229  -0.800
H20 -4.20744 -4.77456 -2.27991  0.319
C10 -6.49956 -3.00869 -2.07629  -0.215
H21 -6.18855 -3.95666 -1.61344  0.195
C11 8.58803 -2.68844 0.40905  -1.162
N4 4.46106 0.15553 -0.20979  -0.450
H22 -4.95110 -1.80224 -1.59058  0.102
H23 8.39349 -3.68711 0.01593  0.250
O4 -2.74589 -3.53091 -1.51923  -0.293
H24 -7.72008 -1.33224 -1.50141  0.407
H25 8.01212 -0.89465 -2.27054  0.363
O5 -6.77899 -2.14503 0.16034  -0.352
C12 2.28995 -1.44779 -0.75962  -0.489
C13 -4.34807 -2.81159 -3.23959  -0.787
C14 8.01509 -1.66498 -0.54838  0.705
H26 6.46865 -1.20570 0.87643  0.319
O6 0.27307 6.47196 2.65269  -0.354
H27 -5.81233 -0.31903 -0.14845  0.318
H28 -2.88162 -4.34446 -3.35350  0.376
H29 0.78330 1.46279 -0.05138  -0.028
C15 -3.56055 -3.94542 -2.59453  -0.505
H30 1.83850 4.63517 1.63094  0.189
C16 -0.95439 6.64471 3.32239  -0.736
O7 6.06698 0.57641 -2.05008  -0.653
H31 -0.45052 4.02179 2.35720  0.168
O8 2.56950 -0.03008 1.32937  -0.485
H32 -0.35785 1.65987 2.07574  0.316
H33 -1.49062 5.69794 3.45170  0.308
C17 0.62232 2.45569 0.36944  0.033
H34 2.34957 3.89100 3.15149  0.357
H35 -1.11418 4.82497 0.53982  0.191
H36 -4.10505 -4.31873 -0.15390  0.323
H37 -1.23425 4.61692 -1.21178  0.282
C18 1.22419 5.68802 3.36900  -0.810
H38 -3.81545 -2.56815 -0.00292  0.237
H39 -0.81115 7.10117 4.30838  0.349

Entry 2:
A molecular structure, C18H39I3N4OPS at a distorted geometry, computed with ωB97M-V/def2-TZVPD.

Output
Charge: +1
Orbital gap: 7.99 eV

Each line ends with the Mulliken charge.
CARTESIAN COORDINATES (ANGSTROEM)
H1 -3.04971 1.47290 3.49998  0.342
H2 2.16408 3.69175 1.20703  0.072
H3 3.78158 -1.40292 1.65797  0.160
H4 3.60690 3.57862 -1.09207  0.315
H5 -4.12355 0.58772 -1.39891  0.302
H6 -1.10655 -2.61147 -0.41871  0.733
C1 1.45852 2.51250 -0.62771  -0.847
I1 -3.82311 -2.12351 0.36625  0.221
C2 -1.55965 -2.22718 -3.60543  -0.220
H7 -1.21577 -2.32511 -5.89231  0.336
H8 0.40531 -1.34744 -2.92202  0.451
H9 1.22321 0.62294 2.01652  0.437
H10 0.12005 3.32423 1.86123  0.378
N1 3.82449 3.23848 -0.10736  -0.655
C3 -0.94029 -1.55141 -0.95732  0.005
H11 1.81244 2.11237 3.49441  0.286
I2 0.39715 -4.08944 -2.29914  0.214
H12 -0.22015 1.45420 -1.56115  0.161
C4 4.60249 -1.73506 0.88001  -0.755
H13 4.38025 -2.66439 -1.20038  0.352
N2 -0.31356 0.69912 0.46070  1.793
H14 -2.61764 2.41794 1.38683  0.437
H15 -1.16219 2.51154 3.01946  0.086
P1 0.45066 -2.09396 1.33333  0.115
C5 -0.72700 -2.83068 -4.92715  -0.856
N3 -4.69646 0.24936 2.81322  -0.628
H16 0.39945 -2.51126 -4.93862  0.277
H17 -5.04019 0.70954 3.70459  0.285
C6 1.69955 -0.69175 -0.56450  -0.821
H18 2.27715 0.00868 0.21311  0.262
C7 -3.20651 0.62893 2.66818  -0.238
S1 -0.90996 -2.55067 2.60729  -0.294
N4 0.88571 2.53607 3.72933  -0.693
H19 0.68965 -3.38304 0.65992  0.106
C8 -2.33243 -0.79156 -0.63164  -1.038
H20 4.99049 -2.82586 1.13535  0.274
C9 -1.84790 0.58786 0.20105  0.158
H21 -3.94750 1.32492 0.64319  0.273
H22 -0.90149 -3.99094 -5.07332  0.338
C10 0.07314 0.92530 1.90386  -0.488
H23 -2.13726 1.33759 -0.69529  0.275
H24 -4.72827 -0.78629 3.05637  0.257
H25 -2.66460 0.33729 -2.59425  0.299
C11 -2.91442 1.26992 1.24211  -1.041
C12 3.88994 -1.77618 -0.61325  -0.322
C13 2.51051 2.75760 0.54887  0.143
H26 1.08573 3.58156 3.75233  0.339
H27 -3.97108 -1.03655 -2.34225  0.240
H28 1.75586 -0.23211 -1.63632  0.071
H29 5.48268 -0.96273 0.91881  0.295
C14 0.02585 1.84512 -0.45475  -0.896
H30 4.08161 -0.78350 -1.21936  0.245
C15 -0.44484 -2.01230 -2.43544  -1.733
H31 4.38426 2.33541 -0.17343  0.286
H32 2.82447 1.85495 1.22011  0.002
H33 -2.58218 -0.28401 3.02854  0.000
I3 -3.00296 -3.84878 -3.09689  0.150
O1 2.42683 -1.94623 -0.53832  -0.218
H34 1.27849 3.58021 -1.14165  0.316
H35 -2.07935 -1.25966 -4.00510  0.321
H36 2.04989 1.91658 -1.48192  0.318
C16 0.13942 -0.73270 0.04965  0.654
C17 -0.09115 2.40839 2.54097  -0.467
H37 -0.67303 2.76956 -0.15234  0.631
C18 -3.34174 -0.19644 -1.77578  -0.973
H38 -0.48289 0.23266 2.68536  0.088
H39 1.67756 -1.81675 2.06815  0.083

Entry 3:
A single C18H40B2FN2O11PS2 molecule, computed with ωB97M-V/def2-TZVPD.

Output
Orbital gap: 8.84 eV

Each line ends with the Mulliken charge.
CARTESIAN COORDINATES (ANGSTROEM)
H1 -5.87149 1.61809 -1.95490  0.379
C1 0.84073 0.08125 -1.03855  -2.658
H2 4.29918 -3.09507 0.42741  0.298
H3 -4.89390 0.28130 -2.52308  0.130
C2 2.39566 1.20246 2.63939  -0.333
N1 0.92185 -3.39252 -0.83739  -0.772
H4 3.45317 -0.98880 -2.37180  0.279
H5 -3.29068 1.65060 -1.43043  0.286
C3 -4.10921 1.34237 -0.78269  -0.561
H6 0.22899 -0.16213 2.01529  -1.264
O1 -2.62396 -0.84753 -2.69925  -0.526
H7 -0.58783 -4.62261 -2.33028  0.529
H8 4.31189 2.08912 -1.84316  0.218
C4 2.88766 -0.01804 0.41662  0.549
H9 4.62377 2.16440 1.59962  0.145
H10 -0.65153 3.76025 2.39733  0.582
O2 -1.92433 3.24793 0.22634  -0.685
H11 6.35447 0.50817 1.57768  0.354
O3 -2.67980 -1.64168 2.16167  -0.735
C5 4.94178 1.88884 0.59597  -0.363
O4 3.79003 -2.35932 0.78853  -0.790
H12 -3.65453 -0.65632 -0.00329  0.272
H13 -2.59368 -1.62139 -2.12909  0.409
H14 7.12351 1.71454 0.56337  0.358
H15 1.30119 -0.64705 -1.70129  0.849
O5 -2.73611 0.40852 3.53842  -0.735
H16 1.28451 -2.90263 -0.01864  0.160
S1 -2.13550 -0.33985 2.46671  1.594
O6 -7.43359 -0.25337 -1.60462  -0.549
O7 1.43178 0.07266 0.24318  0.925
O8 3.76233 1.34431 -1.57209  -0.758
H17 -5.79392 -1.11100 -0.65779  0.333
N2 0.83626 1.39489 -1.65642  -0.328
C6 -5.26213 0.77346 -1.62245  -0.557
O9 -3.55669 2.76391 2.02992  -0.747
C7 -0.40104 -0.53442 2.82199  0.118
B1 3.50872 -1.40444 -0.14989  0.433
H18 5.15161 2.83399 0.08056  0.486
C8 -0.64921 -0.30082 -0.85718  2.189
H19 4.96548 -1.60391 -1.73813  0.360
C9 -0.97565 2.73566 2.57324  -0.554
H20 1.44003 1.41419 -2.46361  0.232
F1 2.09648 2.23980 1.75440  -0.317
P1 -1.39730 0.24179 -2.53570  -0.422
H21 -0.65039 -0.86477 -4.24984  0.356
H22 -7.65636 -1.18267 -1.69594  0.341
H23 -1.97691 -3.55640 -2.24916  0.366
H24 4.09596 -0.08129 2.20821  0.567
H25 -4.29927 0.46471 1.16013  1.056
B2 3.82977 1.12352 -0.22114  0.684
H26 -1.37894 2.62011 3.57439  0.364
H27 -0.58762 -3.15356 -3.29472  0.188
H28 -0.42219 -1.84290 0.58601  0.120
C10 6.25334 1.06231 0.64539  -1.158
C11 -2.23823 0.69336 0.90093  0.341
H29 -4.46823 2.25021 -0.29726  0.650
H30 -0.16985 2.04173 2.35332  -0.394
O10 -1.08365 0.65841 0.13534  -0.131
C12 3.04280 0.00068 1.94118  -2.019
C13 3.87138 -1.68870 -1.65449  -1.091
H31 -0.25388 -1.59810 2.99842  0.590
C14 -3.60942 0.38475 0.31435  -1.910
H32 3.61341 -2.71334 -1.92624  0.390
O11 -0.22631 -0.49499 -3.46561  -0.478
H33 -0.21385 0.01746 3.74147  0.663
H34 6.32699 0.36377 -0.19248  0.193
H35 3.06497 1.61775 3.39710  0.569
H36 -1.89869 -1.98541 -0.29212  1.142
C15 -0.18822 -2.89771 -1.19370  -0.118
H37 2.57664 -0.90889 2.33181  0.554
H38 -6.46038 0.33645 0.10229  0.177
S2 -2.28854 2.51078 1.40673  1.553
H39 1.13696 2.09969 -0.99734  0.305
C16 -0.89113 -3.57623 -2.34013  -1.481
C17 -0.83435 -1.76391 -0.41528  -0.740
H40 1.47675 0.91910 3.15534  -0.074
C18 -6.22152 -0.12552 -0.86288  -0.388

Entry 4:
2 unconnected molecules or ions with the total composition C18H40BO8P2 at a distorted geometry, computed with ωB97M-V/def2-TZVPD.

Output
Charge: -1
Orbital gap: 6.90 eV

Each line ends with the Mulliken charge.
CARTESIAN COORDINATES (ANGSTROEM)
C1 -5.26350 -1.54598 0.71128  -0.915
H1 -3.49763 2.73594 2.40321  0.417
H2 0.67818 -0.02465 -2.50906  0.294
H3 -3.10925 0.12007 2.27468  0.463
H4 -5.31723 0.48191 2.65045  0.328
H5 -0.31390 3.73933 -0.90718  0.249
C2 7.80346 -1.62461 1.18217  -0.148
H6 -0.27564 -0.39891 2.52671  0.303
H7 6.80472 -2.01467 1.38537  0.114
C3 0.30925 1.91869 -1.77236  -1.047
O1 7.76745 -0.80053 -0.95560  -0.327
H8 -3.24215 0.37724 0.57462  -0.605
C4 8.26612 -1.92151 -0.22805  -0.346
C5 3.68300 -1.53963 -0.24224  -0.021
P1 1.69266 0.39540 2.27867  0.761
C6 -5.71274 -0.08382 0.63445  -0.606
H9 1.65045 2.39200 3.02576  0.344
H10 -5.90579 -1.35536 -1.84363  0.373
H11 -5.34434 -3.00766 -2.08320  0.347
H12 -4.45866 0.20620 -3.65725  0.314
H13 4.98188 -3.16796 0.02486  0.278
C7 0.67412 0.44145 -1.52530  -0.500
O2 -4.10128 -1.65687 -2.82708  -0.419
O3 7.75007 -0.19346 1.19361  -0.345
H14 -0.02448 2.51435 0.31578  0.104
O4 7.35258 1.34470 -0.40882  -0.527
O5 2.36042 -1.26244 -0.55279  -0.729
C8 -5.03084 -2.00637 -1.81335  -0.655
H15 -3.95779 0.22474 -1.94888  0.050
O6 1.51956 1.51726 3.43373  -0.530
C9 -0.42252 2.68016 -0.67863  -0.167
H16 4.02761 -3.29475 -1.48275  0.343
H17 -2.13724 3.89645 0.76097  0.401
H18 -2.04369 1.30187 -0.77316  -0.288
H19 3.30457 -3.61084 0.12101  0.369
H20 -0.37235 1.94165 -2.62679  0.466
H21 -0.08895 -0.09067 -0.96078  0.045
H22 -6.15627 -2.16564 0.70065  0.414
H23 4.32859 -0.96564 -0.91515  0.238
C10 -3.83284 -0.27201 -2.90526  -0.368
H24 4.03834 1.12694 0.90426  -0.057
B1 2.18416 0.16595 -0.96332  0.552
C11 -1.91721 2.37600 -0.68334  0.256
C12 -3.49867 0.80815 1.53181  0.704
H25 -4.17500 -3.10424 -0.20845  0.348
H26 1.20636 2.44242 -2.08891  0.363
O7 2.32073 -0.80326 2.84565  -0.702
H27 -3.41093 -1.57969 -0.48640  0.068
C13 7.59802 0.23008 -0.08837  0.686
H28 -5.56124 0.35310 -0.34743  0.336
C14 4.00954 -3.00800 -0.43974  -1.437
P2 2.67816 1.31660 0.58587  -0.323
C15 -5.03663 0.82454 1.65965  -1.186
C16 -4.37991 -2.06160 -0.42238  -0.183
H29 8.49410 -1.99110 1.93801  0.309
O8 0.19597 0.05584 1.80996  -0.292
H30 -3.66496 3.36274 0.15827  0.460
C17 -2.84678 2.17217 1.73599  -1.050
H31 -5.39197 1.84824 1.57131  0.511
H32 -4.77332 -1.74531 1.65666  0.452
H33 -2.32403 2.79827 -1.60145  0.201
H34 9.35550 -1.94273 -0.31437  0.284
H35 7.85791 -2.84715 -0.62660  0.312
H36 2.98282 0.43141 -1.85414  -0.259
H37 -1.91258 2.05301 2.26168  0.340
H38 -2.80326 -0.13923 -3.21655  0.216
H39 3.90271 -1.32130 0.80341  0.240
C18 -2.68905 3.00374 0.47127  -0.946
H40 -6.78436 -0.05104 0.82697  0.325